Entry from the Open Molecules 2025 dataset: a 6-piece molecular cluster, C29H56IN9O6P overall (ωB97M-V with the def2-TZVPD basis set).

```
102
Properties=species:S:1:pos:R:3:forces:R:3
C 5.7337 4.4037 -1.7461 -0.21 -0.45 0.33
C 5.7660 2.9094 -1.3960 0.46 0.74 -0.17
O 4.7105 2.2301 -2.0700 -0.05 -0.37 -0.08
C 3.6076 1.9359 -1.2452 0.19 0.14 0.39
C 2.3280 2.1080 -1.9911 0.22 0.23 -0.10
C 1.7577 3.2940 -2.2992 0.34 -0.82 0.28
N 0.5720 3.0126 -2.9684 0.20 -0.36 0.12
P -0.4589 4.3282 -3.5101 0.07 2.08 0.44
N 0.0476 5.6465 -2.8851 -0.25 -0.44 -0.22
C 0.4434 1.6723 -3.0554 -0.57 0.34 -0.65
C -0.7271 0.9914 -3.6906 0.45 -0.84 0.92
C -1.6791 0.4256 -2.5855 0.05 0.80 0.08
C -2.9722 1.2330 -2.4473 0.19 -0.97 0.29
I -3.6679 1.0666 -0.4175 -0.06 0.08 -0.31
N 1.5074 1.0990 -2.4919 -0.09 0.33 0.12
C 1.7820 -0.3301 -2.4122 -0.26 0.86 -0.02
C 2.9704 -0.7653 -2.9572 0.55 -0.11 -0.29
C 3.2586 -2.1249 -2.9324 -1.06 0.00 0.50
C 2.2832 -2.9174 -2.3353 0.55 -0.02 -0.29
C 1.1502 -2.3421 -1.7980 -0.80 -0.55 0.47
N 0.8467 -1.0429 -1.8112 0.92 -0.32 -0.47
H 4.6982 4.6923 -1.9144 -0.03 0.16 -0.11
H 6.1085 5.0191 -0.9319 0.21 0.02 -0.02
H 6.3177 4.5788 -2.6427 -0.07 0.22 -0.14
H 5.7446 2.7589 -0.3168 -0.28 -0.17 0.05
H 6.7141 2.5020 -1.7405 -0.03 -0.30 -0.04
H 3.7038 0.9465 -0.7912 -0.11 -0.15 -0.13
H 3.5784 2.6453 -0.4149 -0.08 0.05 0.07
H 2.1708 4.2540 -2.0578 -0.51 0.38 -0.20
H -0.3180 4.3288 -4.9059 -0.04 -0.75 0.06
H -1.7857 4.0135 -3.1739 0.15 -0.67 -0.32
H -0.6595 6.1114 -2.3242 0.25 0.23 0.25
H -1.2425 1.6588 -4.3734 0.04 0.02 -0.19
H -0.3067 0.1416 -4.2256 -0.14 0.05 -0.39
H -1.1516 0.4758 -1.6413 0.14 -0.15 0.07
H -1.8793 -0.6259 -2.7558 -0.12 -0.07 -0.09
H -3.7550 0.7742 -3.0378 -0.19 0.37 -0.21
H -2.8265 2.2788 -2.6760 -0.24 0.14 0.05
H 3.6641 -0.0619 -3.3912 0.06 0.09 0.00
H 4.1571 -2.5592 -3.3352 0.22 0.25 -0.07
H 2.4042 -3.9879 -2.2890 -0.02 -0.10 0.09
H 0.4282 -2.9890 -1.3163 -0.11 0.04 0.03
C 6.9523 -1.2506 -4.3191 0.16 -0.28 0.14
O 6.2032 -1.4508 -3.3723 -0.11 0.29 -0.27
N 7.0061 -0.1327 -5.0576 0.05 -0.03 -0.10
C 7.9413 0.0114 -6.1604 -0.16 0.13 0.08
C 6.1105 0.9671 -4.7509 0.07 -0.14 0.13
H 7.6791 -2.0107 -4.6458 0.00 0.00 0.00
H 8.6040 0.8581 -5.9760 0.05 -0.02 -0.07
H 7.3955 0.1827 -7.0896 0.08 -0.01 -0.05
H 8.5412 -0.8893 -6.2647 -0.01 -0.02 0.03
H 6.2702 1.3071 -3.7301 -0.09 0.03 0.01
H 5.0755 0.6372 -4.8417 -0.05 0.09 -0.03
H 6.2878 1.7881 -5.4406 0.02 -0.03 -0.03
C -4.0776 1.7205 3.5049 0.06 -0.07 -0.01
O -3.4968 2.5537 4.1743 0.01 0.02 0.01
N -5.2667 1.1791 3.8119 -0.03 -0.10 -0.16
C -5.9029 0.1821 2.9691 -0.10 0.22 0.30
C -5.9343 1.6082 5.0316 0.17 0.07 -0.04
H -3.6565 1.3242 2.5591 -0.02 0.02 0.08
H -6.8731 0.5500 2.6312 -0.01 -0.10 -0.07
H -6.0463 -0.7328 3.5418 -0.10 -0.09 -0.16
H -5.2830 -0.0363 2.1019 0.04 -0.02 0.02
H -6.1180 2.6819 4.9958 -0.03 0.00 0.07
H -5.3008 1.4000 5.8941 -0.05 0.03 0.04
H -6.8784 1.0807 5.1371 0.00 -0.03 -0.05
C -4.4674 -3.1564 3.9401 -0.11 -0.06 0.00
O -4.8598 -3.9343 3.0906 0.06 0.05 -0.06
N -3.2053 -3.0659 4.3877 0.11 0.18 0.05
C -2.8182 -2.1047 5.4005 0.10 -0.19 -0.14
C -2.1965 -3.9658 3.8375 -0.50 -0.08 -0.12
H -5.1485 -2.4364 4.4273 0.04 -0.02 0.09
H -2.0514 -1.4342 5.0056 0.00 0.06 0.09
H -2.4182 -2.6245 6.2730 0.01 0.09 0.05
H -3.6789 -1.5125 5.7073 -0.02 -0.01 -0.02
H -2.1255 -3.8115 2.7576 0.07 -0.03 0.02
H -2.4735 -5.0075 4.0219 0.10 0.48 -0.09
H -1.2344 -3.7672 4.3014 -0.02 0.01 0.07
C -0.9903 -7.6012 3.8698 0.01 0.07 0.04
O -1.5023 -6.6705 4.4691 0.25 -0.46 0.06
N -1.5170 -8.8313 3.7801 0.05 -0.14 -0.09
C -0.8629 -9.9017 3.0524 -0.22 0.03 0.13
C -2.7885 -9.0942 4.4376 0.07 0.19 0.02
H -0.0284 -7.4995 3.3400 0.01 -0.02 0.00
H -1.5113 -10.2554 2.2488 0.07 -0.06 -0.03
H -0.6483 -10.7325 3.7266 0.05 -0.05 -0.07
H 0.0711 -9.5471 2.6218 0.00 0.04 0.02
H -3.5562 -8.4312 4.0385 -0.05 -0.03 0.04
H -2.6978 -8.9058 5.5074 -0.07 -0.02 0.01
H -3.0790 -10.1282 4.2734 0.05 -0.02 -0.03
C -2.6724 6.2188 0.0191 0.01 -0.06 -0.01
O -2.3195 7.3316 -0.3222 0.13 0.00 -0.08
N -2.4110 5.6477 1.2060 -0.09 -0.12 -0.10
C -2.8613 4.3031 1.5169 0.20 0.33 0.05
C -1.6544 6.3949 2.1977 -0.03 0.10 -0.15
H -3.2538 5.5586 -0.6529 -0.04 -0.02 0.04
H -3.5117 4.3130 2.3883 0.01 -0.11 0.07
H -1.9959 3.6702 1.7256 -0.12 -0.13 0.08
H -3.4021 3.8956 0.6667 -0.02 0.03 -0.01
H -2.1792 7.3168 2.4478 0.06 0.02 0.04
H -0.6755 6.6594 1.7958 0.01 0.04 0.06
H -1.5317 5.7912 3.0931 -0.04 -0.05 -0.02
```
Forces are in eV/Å.

Its gap between HOMO and LUMO is 7.74 eV. Its total charge is +1.

Entry from the Open Molecules 2025 dataset: C29H56O19S6 as an isolated structure (ωB97M-V with the def2-TZVPD basis set).

```
110
Properties=species:S:1:pos:R:3:forces:R:3
C -14.5208 -11.7948 2.5048 1.85 -3.45 -0.30
C -15.4434 -12.4779 1.4462 6.20 -2.85 1.56
O -15.1835 -13.8431 1.6278 8.73 -1.47 1.34
S -13.7307 -14.1242 2.2687 1.76 2.50 0.72
O -12.8035 -14.6998 1.3350 4.42 2.94 7.03
O -13.8923 -14.7554 3.5799 2.34 4.67 -4.34
O -13.2901 -12.5546 2.4272 0.00 -1.74 0.74
H -14.9575 -11.9529 3.4909 0.87 0.38 -0.05
H -14.2452 -10.7860 2.1977 -0.04 -1.74 1.77
H -15.3141 -12.0393 0.4567 -0.11 -7.28 0.73
H -16.4794 -12.1855 1.6172 4.93 -1.40 -1.01
O -14.6893 -11.2929 -1.2646 8.99 15.60 2.93
S -14.6768 -10.5015 -0.0263 3.17 5.97 -3.15
O -15.5059 -10.8004 1.0981 -2.84 14.70 -4.75
O -13.1000 -10.4557 0.4921 -1.74 -0.10 -1.77
C -12.0935 -10.2478 -0.6464 -0.45 0.25 1.01
C -10.8665 -9.9110 0.1150 -0.27 -0.54 0.93
C -14.8774 -8.7686 -0.5638 -0.05 0.50 0.31
H -12.3460 -9.3664 -1.2361 -0.64 -0.48 -0.19
H -11.9318 -11.1726 -1.2003 -0.74 0.13 -0.13
H -10.6100 -10.8426 0.6194 0.97 0.10 -0.19
H -11.1657 -9.2657 0.9410 0.37 0.57 -0.26
H -10.1438 -9.4694 -0.5712 0.32 -0.23 0.45
H -14.5106 -8.1291 0.2391 0.31 -0.03 -0.12
H -15.8498 -8.3532 -0.8281 -0.58 -0.96 0.43
H -14.3365 -8.6540 -1.5032 0.46 -0.16 0.34
O -13.2721 -18.4366 4.4382 0.17 0.13 -1.34
S -12.6510 -17.8551 3.2604 0.41 3.17 0.52
O -11.5892 -18.5248 2.5422 -1.88 -0.42 -0.18
O -13.8391 -17.1819 2.2560 1.67 -1.64 -0.65
C -15.1286 -16.7377 2.7456 -1.61 -0.94 -1.26
C -16.2623 -16.4653 1.5761 1.75 -3.07 -0.03
C -11.9043 -16.2370 3.6760 0.89 -2.12 0.54
H -14.9574 -15.8346 3.3314 -0.97 -2.11 -1.74
H -15.4447 -17.4496 3.5080 0.14 -0.46 -1.37
H -16.2764 -17.3134 0.8916 1.06 -0.04 -0.64
H -16.1510 -15.5247 1.0366 -0.05 -1.31 0.15
H -17.2591 -16.7044 1.9467 0.44 0.97 0.13
H -12.7552 -15.5596 3.7480 2.06 -1.07 0.56
H -11.1670 -15.9930 2.9112 -0.38 -0.07 -0.18
H -11.3473 -16.3793 4.6022 -0.15 -0.09 0.18
O -16.6670 -10.1846 5.8964 9.03 -1.90 3.22
S -15.7393 -11.2831 6.0497 3.43 0.23 -0.43
O -15.9112 -12.6014 5.3477 -0.75 7.12 5.75
O -14.3187 -10.6232 5.4300 -0.73 -2.30 2.48
C -14.3953 -9.4594 4.6858 -0.13 1.01 -1.72
C -13.2970 -9.5648 3.6153 -0.50 0.16 0.44
C -15.3266 -11.4746 7.8202 0.27 -0.41 -0.57
H -14.3475 -8.4849 5.1719 0.69 -0.25 1.12
H -15.4114 -9.3476 4.3074 0.06 -0.43 -0.92
H -13.2267 -10.5732 3.2076 0.72 1.00 1.04
H -12.2986 -9.3046 3.9668 -0.24 0.58 0.00
H -13.7307 -8.9462 2.8295 0.90 0.43 -0.40
H -15.2545 -12.5525 7.9651 -0.52 0.08 0.37
H -16.0497 -10.9089 8.4078 -0.41 -0.54 -0.21
H -14.3618 -11.0650 8.1197 0.15 0.17 -0.82
O -19.5088 -12.0442 3.3067 2.23 9.27 2.69
S -18.5358 -11.0502 2.7680 -0.94 2.68 2.51
O -18.5304 -10.5967 1.3814 -6.77 8.06 4.43
O -18.4748 -9.7041 3.7426 0.18 -0.79 -2.39
C -18.4924 -9.9165 5.1236 -4.58 0.37 1.47
C -18.0980 -8.6367 5.8578 -1.65 1.76 -0.94
C -16.9437 -11.7715 3.0951 -2.92 5.65 3.72
H -17.8175 -10.6607 5.5463 -4.26 -0.86 -2.13
H -19.5154 -10.0370 5.4801 -0.58 -0.51 -0.56
H -19.0227 -8.0607 5.8216 0.13 0.61 0.44
H -17.3546 -8.0410 5.3280 0.15 -0.14 -0.07
H -17.7452 -8.7725 6.8802 -0.61 0.02 -0.16
H -16.9306 -12.7740 2.6675 -1.85 7.77 -2.61
H -16.7942 -11.8327 4.1731 -0.76 0.63 -1.32
H -16.2816 -11.0724 2.5842 -1.34 0.50 1.52
O -16.8659 -14.1457 2.1084 -8.24 -1.11 -13.10
S -17.8684 -13.3998 1.3474 -3.85 -4.37 -4.21
O -17.5452 -11.9948 1.1456 -2.66 -8.67 -8.86
O -18.1680 -14.1846 -0.0805 -0.71 1.59 0.37
C -19.2099 -13.6111 -0.9553 -0.84 1.61 -0.51
C -18.7713 -13.0456 -2.3230 0.66 -1.38 -0.46
C -19.5053 -13.6563 2.2295 -1.58 -2.09 -3.04
H -19.6892 -12.7095 -0.5738 0.32 0.01 1.26
H -20.0674 -14.2809 -1.0200 0.54 -0.64 -0.16
H -19.5821 -12.7097 -2.9694 -0.58 0.02 0.63
H -18.2898 -13.8251 -2.9134 -0.22 0.06 0.07
H -18.0609 -12.2210 -2.2638 -0.07 -0.05 0.41
H -20.2141 -12.8303 2.1700 -0.28 -1.35 -2.20
H -19.3260 -13.6467 3.3046 -0.51 -1.25 -1.06
H -19.9558 -14.5645 1.8291 0.54 -0.52 -0.26
C -14.7729 -15.7827 -1.0722 -1.21 1.22 -0.94
C -14.0912 -14.8913 -0.2436 -3.03 -2.41 -4.81
C -14.2483 -13.5142 -0.4422 0.79 -1.45 -2.96
C -15.2171 -13.0258 -1.3122 -3.95 -11.42 -2.08
C -15.9289 -13.9638 -2.1248 1.43 -0.47 -0.01
C -15.6569 -15.3324 -2.0740 0.85 -0.01 1.06
H -14.8366 -16.8438 -0.8815 0.68 -0.11 0.22
H -13.6469 -15.3750 0.6137 -1.74 -1.43 -3.51
H -13.6284 -12.7725 0.0394 0.33 -0.54 0.34
H -15.4493 -11.9740 -1.3912 -6.45 -5.81 -1.38
H -16.6153 -13.5630 -2.8561 0.39 -0.18 0.15
H -16.1118 -16.1566 -2.6034 -0.53 0.43 -0.67
C -16.7467 -14.1510 3.7689 5.23 -0.50 10.19
C -17.6731 -15.0590 3.5209 -3.88 -6.19 4.15
C -17.4947 -16.3667 3.9470 0.85 0.61 3.83
C -16.4294 -16.6043 4.8952 -2.20 -1.07 -1.13
C -15.4209 -15.7030 5.0879 -1.72 -0.89 3.19
C -15.5880 -14.4545 4.6057 -3.11 0.08 -0.49
H -16.7350 -13.2346 3.1976 2.78 -5.33 11.25
H -18.6279 -14.8490 3.0620 1.76 -1.49 0.42
H -18.1242 -17.1938 3.6536 -0.33 0.09 0.19
H -16.2985 -17.6240 5.2262 -0.02 -0.13 0.29
H -14.5686 -16.0192 5.6710 0.24 0.15 0.07
H -14.8782 -13.6934 4.8943 0.12 -1.74 -0.93
```
Forces are in eV/Å.

Its gap between HOMO and LUMO is 6.18 eV.

Entry from the Open Molecules 2025 dataset: a 3-piece molecular cluster, C29H57BN5O5 overall (ωB97M-V with the def2-TZVPD basis set).

```
97
Properties=species:S:1:pos:R:3:forces:R:3
C -0.8767 -0.2605 1.7324 0.05 -0.16 0.12
C -0.4563 0.4768 0.4656 -0.05 -0.47 -0.04
C -1.5353 1.3517 -0.2090 0.91 -0.22 0.53
N -2.8223 1.4233 0.5384 -0.57 0.78 -1.24
C -3.3457 2.6473 0.8498 0.39 -0.17 0.30
C -4.6972 2.9194 0.5233 0.13 -0.35 0.01
N -5.3200 4.0211 0.8156 -0.17 0.13 0.19
N -4.6387 4.9412 1.4652 -0.01 0.22 -0.07
C -5.3908 6.1654 1.7823 -0.28 0.34 0.41
B -6.7964 5.7121 2.4211 -0.30 0.13 0.20
O -7.9679 5.9638 1.7656 0.54 -0.47 -0.46
O -6.7030 5.1229 3.6584 0.58 -0.61 -0.57
C -3.3631 4.7830 1.8231 -0.19 0.46 0.19
C -2.6489 3.6508 1.5530 0.18 -0.49 -0.22
C -1.2324 3.4962 2.0222 0.14 0.13 -0.03
C -0.7554 4.4760 3.0996 0.03 -0.09 -0.12
C -0.1456 5.7659 2.5488 0.06 0.14 0.13
O 0.7926 5.4508 1.5287 -0.16 -0.05 -0.08
H -1.1493 0.3944 2.5629 -0.02 0.01 -0.07
H -0.0487 -0.8894 2.0648 0.01 0.07 -0.02
H -1.7250 -0.9247 1.5464 0.00 0.10 -0.01
H 0.4455 1.0650 0.6462 -0.05 0.00 0.06
H -0.1736 -0.3032 -0.2462 0.15 0.15 -0.04
H -1.1237 2.3515 -0.3301 -0.28 0.05 -0.16
H -1.7225 0.9506 -1.2053 -0.31 0.14 0.03
H -3.5173 0.9493 -0.0276 0.05 -0.47 0.36
H -5.2796 2.1682 -0.0006 -0.05 0.11 0.00
H -4.8200 6.7013 2.5415 0.06 0.11 -0.18
H -5.5030 6.7648 0.8808 0.09 -0.02 0.00
H -8.4818 5.1809 1.5379 -0.38 0.25 0.27
H -7.1163 4.2579 3.7546 -0.42 0.32 0.32
H -2.9265 5.6090 2.3668 -0.10 -0.03 -0.04
H -0.5723 3.6281 1.1607 0.07 -0.11 0.09
H -1.0890 2.4710 2.3668 -0.09 0.01 -0.08
H 0.0235 3.9651 3.6676 -0.05 0.05 0.04
H -1.5594 4.7173 3.8025 0.14 -0.03 0.08
H 0.3742 6.2763 3.3650 -0.06 0.01 -0.02
H -0.9051 6.4676 2.1835 -0.01 -0.12 -0.10
H 0.6849 6.0495 0.7845 0.09 0.04 0.10
C -0.6094 -3.4036 -2.5037 0.13 0.13 0.01
C -1.5686 -2.6277 -3.4433 0.29 -0.54 0.73
C -1.9639 -3.4593 -4.6754 -0.03 0.14 -0.36
C -0.9367 -3.4894 -5.8064 0.04 0.03 0.10
C -0.4625 -2.0785 -6.1472 -0.26 -0.15 -0.09
C 0.0898 -1.3407 -4.9281 0.83 -0.03 0.11
N -0.9570 -1.3198 -3.8513 -0.80 -0.19 -1.02
O -1.8440 -0.4142 -4.0684 0.18 0.27 0.42
C 1.3903 -2.0163 -4.4710 -0.05 -0.06 0.14
C 0.4521 0.0952 -5.2845 -0.19 0.14 -0.07
C -2.8289 -2.3446 -2.6396 -0.35 0.22 0.08
H 0.3885 -2.9816 -2.4737 0.02 0.01 -0.02
H -0.9743 -3.3701 -1.4767 -0.07 -0.04 -0.02
H -0.5218 -4.4516 -2.7908 -0.01 0.00 -0.02
H -2.8958 -3.0524 -5.0794 0.03 0.10 0.03
H -2.1894 -4.4737 -4.3421 -0.03 0.01 0.04
H -0.0914 -4.1319 -5.5481 0.02 0.04 0.04
H -1.3972 -3.9385 -6.6877 0.01 -0.03 0.00
H 0.3132 -2.1102 -6.9151 0.03 0.01 0.02
H -1.2974 -1.5082 -6.5657 -0.01 0.05 0.08
H 1.7792 -1.5432 -3.5676 0.01 0.01 0.00
H 2.1349 -1.9021 -5.2587 -0.02 0.06 -0.02
H 1.2908 -3.0814 -4.2832 -0.01 -0.01 -0.01
H -0.3846 0.6285 -5.7285 -0.03 -0.01 0.04
H 1.2707 0.0828 -6.0042 0.02 -0.03 0.01
H 0.7812 0.6435 -4.4005 0.00 -0.01 0.01
H -2.6112 -1.6598 -1.8163 0.03 -0.02 0.02
H -3.2106 -3.2734 -2.2128 0.14 -0.08 -0.03
H -3.6240 -1.9095 -3.2405 0.08 0.07 -0.05
C 5.8356 -0.8920 2.1882 -0.01 -0.09 -0.18
C 4.3889 -1.2175 2.6390 0.75 0.50 -0.12
C 4.3623 -2.0122 3.9566 -0.20 -0.26 0.10
C 4.6263 -3.5119 3.8331 0.04 0.07 -0.08
C 3.7588 -4.1254 2.7384 -0.08 0.06 0.29
C 3.9381 -3.4234 1.3937 0.56 -0.33 -0.58
N 3.6524 -1.9576 1.5615 -0.67 -0.47 1.10
O 2.3884 -1.7313 1.6003 -0.07 0.26 -0.43
C 5.3529 -3.6905 0.8624 0.06 0.14 0.02
C 2.9749 -3.9921 0.3587 -0.23 0.04 0.03
C 3.7016 0.1223 2.8838 -0.23 0.01 0.02
H 6.1257 -1.4154 1.2848 -0.01 -0.03 0.00
H 5.9306 0.1687 1.9576 -0.02 0.02 0.08
H 6.5640 -1.1312 2.9632 -0.01 -0.02 0.01
H 3.3782 -1.8804 4.4171 -0.05 0.01 -0.10
H 5.0845 -1.5588 4.6379 -0.02 0.05 0.00
H 5.6851 -3.7068 3.6458 0.00 0.02 -0.06
H 4.3971 -3.9902 4.7866 0.03 0.00 0.02
H 3.9914 -5.1849 2.6118 0.02 0.00 -0.03
H 2.7074 -4.0669 3.0371 -0.02 0.07 -0.07
H 5.5251 -3.1559 -0.0730 -0.01 -0.01 -0.01
H 5.4534 -4.7577 0.6645 -0.06 -0.01 -0.02
H 6.1421 -3.4233 1.5589 0.00 0.00 0.02
H 1.9426 -3.9526 0.6978 0.00 0.05 0.01
H 3.2342 -5.0346 0.1725 0.04 0.00 0.00
H 3.0504 -3.4459 -0.5830 0.01 0.02 0.01
H 3.5984 0.6843 1.9549 0.04 -0.01 -0.01
H 4.3205 0.7000 3.5722 0.03 -0.01 -0.01
H 2.7149 0.0037 3.3266 -0.02 -0.03 -0.04
```
Forces are in eV/Å.

Its gap between HOMO and LUMO (spin up / spin down) is 6.35 / 7.46 eV. As for the expectation value of S²: 2.0083. Its total charge is +1. The multiplicity is 3.

Asked for maximum force across the records above, the calculation gives 2.131; 18.243; 1.568 eV/Å in order.